Entry 1:
A cluster of 11 separate species, C41H77N11O3 in total. Source: OMol25; level of theory: the ωB97M-V functional and the def2-TZVPD basis.

Cartesian coordinates (Å):
C 15.91114 12.05451 12.63650
N 16.37464 12.47570 11.30557
C 17.65062 13.05813 11.21063
C 15.66937 12.28027 10.21439
O 16.01047 12.44955 9.07772
H 14.97546 11.50817 12.55616
H 15.89617 12.96080 13.24563
H 16.72497 11.43494 12.96187
H 17.98006 13.06966 10.16110
H 17.64828 14.03178 11.63176
H 18.48322 12.60338 11.75098
H 14.68031 11.95649 10.53275
C 9.50397 15.41753 16.03790
N 8.59756 14.32847 16.41292
C 8.45077 13.19385 15.57381
C 7.73594 14.47510 17.41754
O 6.86745 13.69508 17.73168
H 9.54538 16.18961 16.79377
H 9.20039 15.93329 15.12884
H 10.50722 14.97384 15.91743
H 8.37737 13.57261 14.51484
H 9.22291 12.39715 15.60074
H 7.49603 12.77095 15.82609
H 7.88556 15.44085 17.99925
C 12.57535 18.19193 12.18592
N 12.55900 16.73133 12.45122
C 11.25117 16.25765 12.82332
C 13.52802 15.87216 12.26572
O 13.46730 14.66159 12.33299
H 13.62438 18.45837 12.16951
H 12.03869 18.78752 12.96066
H 12.10468 18.33964 11.22878
H 11.03813 16.75500 13.78163
H 10.59013 16.47190 11.98628
H 11.30948 15.19605 12.92484
H 14.47529 16.44528 12.04562
C 16.89238 18.75958 12.03098
C 16.60084 18.32963 13.47604
C 17.46589 18.83326 14.64356
C 18.76731 18.12142 14.61311
N 19.74177 17.51551 14.68690
H 16.42963 18.08080 11.28690
H 17.95620 18.85925 11.83575
H 16.45700 19.73035 11.85983
H 16.59019 17.24446 13.44077
H 15.57394 18.68345 13.61781
H 17.13057 18.64025 15.64069
H 17.52219 19.93492 14.59033
C 9.62341 10.56640 12.98813
C 10.54564 11.74746 12.88987
C 11.99884 11.41527 12.48974
C 12.72526 10.57149 13.49909
N 13.29688 10.03766 14.34326
H 9.95783 9.75502 13.60189
H 9.47099 10.09705 11.97358
H 8.67733 10.95110 13.32111
H 10.67353 12.28120 13.79866
H 10.24996 12.44845 12.08737
H 12.60849 12.30618 12.31155
H 12.04854 10.85129 11.60276
C 13.20939 13.75898 15.99593
C 13.26109 15.26135 15.66933
C 14.69900 15.82466 15.50117
C 15.24493 16.08964 16.78144
N 15.44926 16.30830 17.88205
H 12.15499 13.51111 16.02509
H 13.43725 13.55160 17.03466
H 13.79758 13.11124 15.33371
H 12.75600 15.87627 16.44582
H 12.75943 15.37256 14.68345
H 14.66829 16.81140 14.95948
H 15.34602 15.16235 14.89952
C 14.52030 15.87375 7.12538
C 14.67228 16.11336 8.68256
C 14.08178 17.49612 9.12602
C 14.59848 18.70120 8.48038
N 14.88853 19.75903 8.06052
H 14.97740 14.86938 6.96324
H 15.08228 16.61900 6.57925
H 13.47337 15.85222 6.74359
H 15.69713 16.14034 8.83875
H 14.13524 15.32688 9.18848
H 14.23009 17.71424 10.20499
H 13.01975 17.42276 8.91455
C 12.60062 13.11820 8.05741
C 11.83357 13.44174 9.34254
C 10.30034 13.55260 9.11170
C 9.43100 13.80830 10.23822
N 8.72382 14.01379 11.09619
H 12.40601 13.83143 7.27065
H 12.28670 12.14597 7.72577
H 13.63977 13.05238 8.25081
H 12.10806 14.41058 9.75727
H 11.94499 12.63943 10.12268
H 9.96987 12.69916 8.60309
H 10.05312 14.39702 8.42687
C 10.37065 24.49884 12.34669
C 11.07524 23.92787 13.50550
C 11.04741 22.32364 13.44747
C 11.64354 21.71434 12.22404
N 12.15667 21.25978 11.28882
H 10.81705 24.15212 11.43810
H 10.41837 25.58019 12.37513
H 9.36086 24.11887 12.26485
H 10.48478 24.14234 14.45769
H 12.10423 24.18092 13.66032
H 10.07421 21.86762 13.52803
H 11.54361 21.88748 14.28423
C 7.41900 17.94523 11.09325
C 8.32612 19.17436 11.12036
C 9.21304 19.28733 9.83827
C 9.78400 18.02031 9.56619
N 10.24389 17.02517 9.24064
H 7.07655 17.92270 12.09182
H 7.91786 17.03755 10.84629
H 6.55072 17.96480 10.43842
H 8.95120 19.16154 11.99628
H 7.73204 20.13047 11.04878
H 9.88003 20.11408 9.96734
H 8.57488 19.56483 8.97234
C 10.97584 21.52682 17.82191
C 12.34633 21.01936 18.20375
C 12.32071 19.49217 18.11775
C 11.86149 18.95582 16.82060
N 11.42410 18.57323 15.84638
H 10.28962 20.78553 18.18890
H 10.71455 21.54934 16.72699
H 10.72757 22.53526 18.24934
H 12.59150 21.27228 19.24116
H 13.16464 21.43735 17.60602
H 11.61702 19.12356 18.86345
H 13.32389 19.13180 18.23663

- Spin multiplicity: 1
- SMILES string: CN(C)C=O.CN(C)C=O.CN(C)C=O.CCCC#N.CCCC#N.CCCC#N.CCCC#N.CCCC#N.CCCC#N.CCCC#N.CCCC#N


Entry 2:
A cluster of 8 separate species, C41H78F13N2O12S in total. Source: OMol25; level of theory: the ωB97M-V functional and the def2-TZVPD basis.

Cartesian coordinates (Å):
C 0.54199 6.38529 -2.22592
C -0.54367 5.82483 -1.38348
O -1.67944 5.81362 -1.71850
O -0.21744 5.31673 -0.14415
C 0.50175 4.08976 -0.22889
C -0.47723 2.98356 -0.53429
C -1.67893 2.96727 0.16597
N -2.58206 2.00998 -0.06281
C -2.43017 1.02417 -0.96914
C -3.49381 -0.01257 -1.01179
C -1.25179 0.97386 -1.73300
C -1.03493 -0.15285 -2.71462
C -1.92466 -0.14460 -3.98101
C -1.29367 0.61702 -5.15039
F -2.25318 1.18172 -5.90909
F -0.48876 1.59348 -4.68963
C -0.48741 -0.35156 -6.05716
F -1.37870 -1.20004 -6.59689
F 0.32840 -1.07885 -5.26264
C 0.33600 0.32353 -7.21154
F 0.33246 1.65418 -7.09228
F -0.27418 0.02139 -8.37296
C 1.79228 -0.22295 -7.36489
F 2.21133 0.15269 -8.58108
F 1.77722 -1.55422 -7.32872
S 3.07878 0.44376 -6.14477
F 1.93401 0.93610 -5.17213
F 3.05324 1.82035 -6.88858
F 4.22813 -0.07925 -7.09325
F 3.11214 -0.93760 -5.36511
F 4.14638 1.01264 -5.15380
C -0.27195 1.96054 -1.47612
C 1.05015 1.93954 -2.18921
O 1.40092 2.82944 -2.87944
O 1.77265 0.82333 -2.00272
C 2.39862 0.72074 -0.71251
C 3.39003 -0.42334 -0.71576
O 3.86345 -0.77241 0.32163
N 3.67238 -0.98664 -1.98154
C 2.83902 -2.18420 -2.21407
C 5.09797 -1.25494 -2.14518
H 0.86030 5.62717 -2.93903
H 1.40732 6.70578 -1.65588
H 0.15742 7.22663 -2.78358
H 0.99712 3.92663 0.72277
H 1.26497 4.16071 -0.99515
H -1.86965 3.70623 0.92462
H -3.41544 2.01277 0.50881
H -4.43939 0.37637 -0.64356
H -3.20362 -0.82118 -0.34291
H -3.66058 -0.41276 -1.99803
H -1.23577 -1.07569 -2.17568
H -0.00223 -0.18169 -3.01901
H -2.88474 0.32260 -3.80481
H -2.06301 -1.17934 -4.26494
H 1.65930 0.51068 0.06165
H 2.92800 1.64152 -0.47861
H 1.95786 -2.12803 -1.58075
H 2.53103 -2.22684 -3.25455
H 3.37768 -3.08387 -1.94145
H 5.23277 -1.78510 -3.08232
H 5.50386 -1.86484 -1.33915
H 5.65832 -0.33014 -2.22640
C -0.91885 -4.11586 -1.57300
C -1.69188 -3.97238 -0.27140
C -2.30480 -5.29340 0.16004
O -2.71976 -2.97219 -0.39806
H -1.58428 -4.43965 -2.37830
H -0.47542 -3.16476 -1.87149
H -0.11847 -4.84875 -1.47619
H -1.02496 -3.60658 0.51045
H -3.01084 -5.64993 -0.59456
H -2.85264 -5.17612 1.09479
H -1.53886 -6.05595 0.29916
H -3.32811 -3.28218 -1.07910
C 0.91500 -0.18931 3.91070
C 0.03308 0.83817 3.22742
C -1.32214 0.95184 3.90383
O -0.13243 0.50399 1.83787
H 0.45076 -1.17887 3.86834
H 1.88197 -0.25931 3.41085
H 1.07517 0.06764 4.95724
H 0.52955 1.80969 3.23850
H -1.85156 -0.00435 3.86129
H -1.94599 1.69572 3.40002
H -1.21458 1.23428 4.95028
H -0.56055 -0.35853 1.79912
C 3.97349 -6.01427 1.37946
C 3.07267 -6.15302 0.16247
C 3.20131 -7.52679 -0.47654
O 3.37035 -5.13015 -0.79268
H 5.02109 -6.13675 1.09229
H 3.86780 -5.02433 1.82397
H 3.73598 -6.76362 2.13515
H 2.03562 -5.98355 0.45599
H 4.22670 -7.69288 -0.81681
H 2.54877 -7.60873 -1.34612
H 2.94263 -8.31707 0.22873
H 4.28443 -5.25418 -1.07201
C -1.65650 0.40660 9.32544
C -1.77571 0.32033 7.81479
C -2.73858 -0.78178 7.39905
O -0.49199 0.10583 7.21454
H -1.26397 -0.52980 9.73180
H -0.96290 1.20034 9.60723
H -2.62297 0.60040 9.78950
H -2.12540 1.27689 7.42146
H -2.37816 -1.75244 7.74927
H -2.82123 -0.83335 6.31167
H -3.73185 -0.61444 7.81769
H -0.15327 -0.73236 7.54638
C 4.56616 -4.62720 -9.30000
C 4.40744 -4.95139 -7.82257
C 2.98174 -4.71765 -7.34747
O 5.31926 -4.17719 -7.04302
H 4.33620 -3.57374 -9.48445
H 5.59297 -4.80100 -9.62082
H 3.90143 -5.23593 -9.91427
H 4.68326 -5.99167 -7.64759
H 2.71256 -3.66780 -7.47173
H 2.89046 -4.95563 -6.28673
H 2.26836 -5.32732 -7.90401
H 5.10548 -3.24784 -7.17867
C -0.86776 9.89724 2.24868
C -0.53087 9.75412 0.77314
C -1.77946 9.78933 -0.09443
O 0.19586 8.54351 0.54548
H -1.50700 9.07135 2.57417
H 0.03897 9.87069 2.85294
H -1.39049 10.83333 2.44653
H 0.14235 10.55790 0.47466
H -2.44459 8.95955 0.16214
H -1.51779 9.68736 -1.14805
H -2.32816 10.72211 0.03809
H -0.37250 7.81023 0.80598
C -6.45575 1.04737 10.42103
C -5.66892 -0.18260 10.84772
C -6.32258 -0.88268 12.02841
O -4.32145 0.17500 11.16506
H -6.49947 1.77260 11.23765
H -5.97451 1.53595 9.57275
H -7.47656 0.78662 10.13966
H -5.59519 -0.87694 10.00910
H -6.36261 -0.21348 12.89184
H -5.74697 -1.76132 12.31909
H -7.33964 -1.19557 11.79010
H -4.34679 0.78751 11.90847

- Net charge: +1
- Spin multiplicity: 1


| no. | HOMO energy (Ha) | largest force on an atom (eV/A) | frontier orbital gap (eV) |
| --- | --- | --- | --- |
| 1 | -0.343 | 3.983 | 9.17 |
| 2 | -0.407 | 1.284 | 7.35 |